(1)
ORCA calculation (ωB97M-V with the def2-TZVPD basis set) on 10 unconnected molecules or ions with the total composition C36H63BNO22S6 at a distorted geometry.

ORCA input file:
```
! wB97M-V def2-TZVPD RIJCOSX def2/J DEFGRID3
* xyz -1 1
S 20.686 -25.572 10.529
S 15.937 -20.094 24.670
S 19.672 -26.079 19.096
S 18.617 -21.885 9.057
S 14.770 -23.226 12.016
S 15.735 -24.153 19.105
O 16.026 -15.311 15.924
O 20.806 -27.039 18.895
O 18.885 -19.040 18.905
O 15.997 -25.590 19.026
O 17.502 -22.719 9.627
O 18.799 -23.857 14.147
O 18.737 -21.330 12.559
O 18.467 -22.394 15.919
O 23.245 -21.162 12.870
O 17.324 -20.450 24.838
O 19.187 -20.284 17.012
O 16.838 -23.245 19.296
O 16.037 -19.718 18.326
O 18.398 -20.487 14.626
O 20.900 -27.036 10.580
O 16.062 -23.862 11.524
O 13.485 -23.721 11.522
O 20.094 -22.209 9.225
O 16.975 -20.653 16.567
O 19.429 -25.015 10.091
O 18.286 -26.611 19.162
O 15.096 -19.920 25.855
N 22.387 -17.102 22.249
C 19.864 -24.923 17.712
C 18.123 -20.188 9.596
C 14.704 -23.586 17.654
C 15.240 -21.019 23.177
C 21.789 -19.988 11.651
C 20.261 -23.510 18.194
C 18.643 -22.696 14.582
C 22.269 -19.384 14.087
C 13.211 -23.105 19.691
C 21.630 -17.968 22.078
C 20.556 -18.944 21.782
C 21.960 -24.923 9.348
C 19.952 -24.754 20.312
C 16.972 -20.031 17.706
C 14.777 -23.121 13.864
C 18.419 -21.492 7.305
C 15.276 -18.772 22.267
C 17.290 -20.422 7.173
C 14.387 -23.808 20.382
C 15.902 -18.502 23.658
C 13.690 -22.609 18.356
C 17.942 -16.640 15.711
C 21.394 -24.732 11.972
C 22.862 -24.297 11.548
C 14.745 -20.796 13.210
C 22.835 -23.889 10.074
C 15.603 -20.258 21.920
C 14.659 -21.303 11.747
C 15.619 -17.569 15.319
C 22.483 -20.205 12.877
C 17.524 -19.469 8.376
C 20.824 -23.689 19.616
C 16.494 -16.321 15.488
C 18.629 -21.418 13.806
C 18.445 -19.716 17.977
C 14.073 -21.755 14.173
B 18.291 -20.998 16.013
H 18.377 -15.813 16.273
H 15.651 -22.024 23.268
H 12.448 -23.860 19.504
H 14.102 -24.823 20.658
H 23.855 -23.678 9.753
H 16.246 -18.342 14.872
H 21.473 -24.631 8.418
H 14.901 -23.336 21.220
H 15.757 -20.591 13.559
H 20.706 -20.098 11.693
H 22.595 -25.766 9.076
H 20.898 -19.513 20.917
H 20.718 -23.880 12.060
H 22.362 -22.927 9.877
H 18.140 -18.621 8.075
H 21.883 -23.901 19.473
H 22.416 -18.311 13.958
H 20.578 -25.423 17.057
H 16.961 -18.247 23.707
H 18.945 -19.579 9.973
H 18.096 -17.583 16.236
H 23.509 -25.139 11.793
H 12.810 -22.326 17.777
H 15.260 -17.808 16.320
H 19.387 -22.859 18.204
H 23.216 -23.474 12.168
H 13.772 -21.009 11.186
H 15.359 -17.815 24.308
H 14.113 -24.475 17.437
H 15.416 -23.311 16.875
H 22.891 -19.661 14.938
H 21.939 -18.962 11.316
H 14.841 -17.445 14.565
H 15.719 -18.101 21.531
H 17.131 -20.157 6.127
H 21.267 -19.612 14.451
H 18.903 -24.913 17.198
H 20.889 -23.094 17.405
H 18.275 -16.828 14.690
H 14.221 -21.137 23.545
H 19.383 -21.182 6.901
H 12.828 -22.467 20.488
H 20.288 -19.511 22.674
H 18.250 -22.439 6.792
H 16.589 -19.040 8.736
H 21.205 -25.341 12.855
H 13.008 -21.789 13.943
H 17.559 -20.269 10.525
H 14.112 -21.622 18.546
H 16.690 -20.329 21.882
H 15.545 -21.059 11.160
H 14.235 -23.970 14.280
H 14.289 -19.811 13.309
H 19.651 -18.424 21.467
H 18.958 -24.340 20.477
H 14.222 -18.496 22.243
H 20.319 -25.029 21.300
H 15.851 -23.043 14.028
H 15.189 -20.559 20.958
H 22.144 -20.676 10.884
H 14.216 -21.375 15.184
H 20.931 -22.787 20.219
H 16.301 -20.879 7.212
*
```

The energy relative to the best compared isomer or geometry (same formula, charge and spin) is 0.0 kJ/mol.

Atomic partial charges in e from the Löwdin method, atoms 1 to 99: number 1, S, carries 0.71; number 2, S, carries 0.71; number 3, S, carries 0.75; number 4, S, carries 0.79; number 5, S, carries 0.77; number 6, S, carries 0.71; number 7, O, carries 0.07; number 8, O, carries -0.37; number 9, O, carries 0.11; number 10, O, carries -0.34; number 11, O, carries -0.34; number 12, O, carries 0.14; number 13, O, carries 0.11; number 14, O, carries 0.22; number 15, O, carries 0.05; number 16, O, carries -0.35; number 17, O, carries 0.19; number 18, O, carries -0.33; number 19, O, carries 0.17; number 20, O, carries 0.25; number 21, O, carries -0.37; number 22, O, carries -0.35; number 23, O, carries -0.37; number 24, O, carries -0.38; number 25, O, carries 0.21; number 26, O, carries -0.33; number 27, O, carries -0.36; number 28, O, carries -0.35; number 29, N, carries 0.10; number 30, C, carries -0.21; number 31, C, carries -0.22; number 32, C, carries -0.15; number 33, C, carries -0.23; number 34, C, carries -0.03; number 35, C, carries -0.20; number 36, C, carries -0.27; number 37, C, carries 0.00; number 38, C, carries -0.23; number 39, C, carries -0.27; number 40, C, carries -0.07; number 41, C, carries -0.22; number 42, C, carries -0.21; number 43, C, carries -0.46; number 44, C, carries -0.19; number 45, C, carries -0.24; number 46, C, carries -0.19; number 47, C, carries -0.19; number 48, C, carries -0.19; number 49, C, carries -0.20; number 50, C, carries -0.23; number 51, C, carries -0.01; number 52, C, carries -0.19; number 53, C, carries -0.18; number 54, C, carries -0.25; number 55, C, carries -0.22; number 56, C, carries -0.19; number 57, C, carries -0.14; number 58, C, carries -0.01; number 59, C, carries -0.52; number 60, C, carries -0.20; number 61, C, carries -0.20; number 62, C, carries -0.50; number 63, C, carries -0.40; number 64, C, carries -0.35; number 65, C, carries -0.21; number 66, B, carries -0.93; number 67, H, carries 0.09; number 68, H, carries 0.09; number 69, H, carries 0.11; number 70, H, carries 0.09; number 71, H, carries 0.11; number 72, H, carries 0.06; number 73, H, carries 0.09; number 74, H, carries 0.08; number 75, H, carries 0.10; number 76, H, carries 0.07; number 77, H, carries 0.09; number 78, H, carries 0.07; number 79, H, carries 0.08; number 80, H, carries 0.08; number 81, H, carries 0.11; number 82, H, carries 0.11; number 83, H, carries 0.09; number 84, H, carries 0.10; number 85, H, carries 0.09; number 86, H, carries 0.09; number 87, H, carries 0.07; number 88, H, carries 0.11; number 89, H, carries 0.11; number 90, H, carries 0.09; number 91, H, carries 0.08; number 92, H, carries 0.08; number 93, H, carries 0.09; number 94, H, carries 0.09; number 95, H, carries 0.10; number 96, H, carries 0.09; number 97, H, carries 0.09; number 98, H, carries 0.10; number 99, H, carries 0.08

=====

(2)
ORCA calculation (ωB97M-V with the def2-TZVPD basis set) on a molecular structure, C4H5IrO2 at a distorted geometry.

ORCA input file:
```
! wB97M-V def2-TZVPD RIJCOSX def2/J DEFGRID3
* xyz 2 5
Ir 0.082 3.221 2.258
O -0.527 -2.391 -1.304
O -0.820 2.142 1.354
C 0.595 -0.592 -0.787
C 0.111 -1.841 -0.300
C -0.668 1.071 0.592
C 0.486 0.617 0.065
H -0.446 -1.844 0.650
H 1.414 1.145 0.313
H -1.596 0.503 0.418
H 1.581 -0.710 -1.260
H -0.209 -1.321 -2.000
*
```

The energy relative to the best compared isomer or geometry (same formula, charge and spin) is 29.3 kJ/mol.

Listed below, in e, are the Löwdin charges computed for each atom: number 1, Ir, carries 1.37; number 2, O, carries 0.17; number 3, O, carries -0.30; number 4, C, carries -0.02; number 5, C, carries -0.01; number 6, C, carries -0.17; number 7, C, carries -0.02; number 8, H, carries 0.18; number 9, H, carries 0.13; number 10, H, carries 0.17; number 11, H, carries 0.17; number 12, H, carries 0.33

=====

(3)
ORCA calculation (ωB97M-V with the def2-TZVPD basis set) on a molecular structure, C5H9N2O3 at a distorted geometry.

ORCA input file:
```
! wB97M-V def2-TZVPD RIJCOSX def2/J DEFGRID3
* xyz -1 1
O -0.214 -2.526 2.624
O -0.561 -2.272 0.514
O 0.160 1.871 -0.374
N -0.401 -1.768 1.640
N -0.314 -0.552 1.876
C -0.389 1.809 0.943
C 0.178 0.400 -0.514
C -0.492 -0.144 -1.833
C -0.627 0.302 0.763
C 1.570 -0.086 -0.522
H -0.085 0.354 -2.821
H 1.984 0.080 -1.497
H 0.549 1.988 1.627
H -1.552 0.268 -1.898
H 2.138 0.389 0.236
H -1.237 2.369 1.101
H 1.774 -1.167 -0.435
H -0.493 -1.288 -1.862
H -1.987 -0.028 0.432
*
```

The energy relative to the best compared isomer or geometry (same formula, charge and spin) is 596.2 kJ/mol.

Listed below, in e, are the Löwdin charges computed for each atom: number 1, O, carries -0.13; number 2, O, carries -0.08; number 3, O, carries -0.11; number 4, N, carries -0.58; number 5, N, carries 0.05; number 6, C, carries -0.15; number 7, C, carries -0.54; number 8, C, carries -0.06; number 9, C, carries -0.29; number 10, C, carries -0.05; number 11, H, carries 0.09; number 12, H, carries 0.07; number 13, H, carries 0.15; number 14, H, carries 0.07; number 15, H, carries 0.07; number 16, H, carries 0.07; number 17, H, carries 0.10; number 18, H, carries 0.09; number 19, H, carries 0.21

=====

(4)
ORCA calculation (ωB97M-V with the def2-TZVPD basis set) on a molecular structure, C24H21Cl5N7PtS2Se.

ORCA input file:
```
! wB97M-V def2-TZVPD RIJCOSX def2/J DEFGRID3
* xyz -1 5
Pt 0.328 -0.630 -0.670
Se 1.262 0.862 1.011
Cl 4.307 -3.971 -5.020
Cl -4.272 -0.704 1.027
Cl 7.313 -3.828 -5.220
Cl 4.745 -0.450 -2.967
Cl 0.847 -2.592 0.832
S -0.637 -2.200 -2.305
S 0.520 -0.391 4.050
N -0.555 2.064 3.743
N -2.013 0.424 3.655
N -1.011 6.915 1.309
N 2.278 -0.518 -1.713
N 1.062 -1.863 -4.328
N -1.478 -0.622 0.155
N 1.606 -3.556 -2.618
C -1.714 -1.651 0.933
C -1.843 2.722 3.645
C 3.297 -0.476 -2.232
C -0.409 0.868 -1.870
C 0.792 -2.475 -3.269
C 3.059 -2.581 -5.820
C -2.444 -3.837 2.740
C -0.697 0.724 3.818
C 0.363 4.380 -0.682
C -3.378 -2.877 2.338
C -0.527 2.199 -1.225
C -0.905 5.913 0.752
C -0.836 -2.689 1.384
C -3.034 -1.855 1.492
C 0.478 3.160 -1.325
C 2.006 -1.925 -5.357
C 2.866 -3.591 -2.410
C -0.781 4.661 0.060
C -2.728 1.587 3.137
C 0.638 2.788 4.089
C -1.156 -3.717 2.239
C -1.808 3.717 0.142
C 6.096 -2.761 -5.735
C -1.678 2.500 -0.490
H 0.965 -4.094 -2.020
H 1.372 2.936 -1.896
H -4.402 -2.924 2.690
H 5.116 -5.008 -4.475
H -0.383 -4.420 2.522
H 3.336 -4.849 -5.070
H 0.701 3.686 3.472
H -1.792 3.569 2.962
H 1.499 2.154 3.897
H -1.394 0.494 -2.130
H -2.752 1.558 2.044
H -3.746 1.634 3.520
H 1.155 5.115 -0.744
H -2.701 3.950 0.707
H -2.168 3.086 4.630
H -2.714 -4.635 3.415
H 0.227 0.884 -2.756
H -2.230 -0.500 3.308
H -2.440 1.735 -0.400
H 0.641 3.077 5.147
H 1.750 -1.171 -6.116
*
```

The energy relative to the best compared isomer or geometry (same formula, charge and spin) is 0.0 kJ/mol.

Listed below, in e, are the Löwdin charges computed for each atom: number 1, Pt, carries 0.61; number 2, Se, carries 0.26; number 3, Cl, carries 0.56; number 4, Cl, carries 0.65; number 5, Cl, carries 0.41; number 6, Cl, carries 0.81; number 7, Cl, carries 0.62; number 8, S, carries 0.61; number 9, S, carries 0.56; number 10, N, carries -0.18; number 11, N, carries 0.04; number 12, N, carries 0.13; number 13, N, carries 0.01; number 14, N, carries 0.03; number 15, N, carries -0.17; number 16, N, carries -0.14; number 17, C, carries -0.56; number 18, C, carries -0.12; number 19, C, carries -0.74; number 20, C, carries -0.31; number 21, C, carries -0.81; number 22, C, carries -0.16; number 23, C, carries -0.13; number 24, C, carries -0.89; number 25, C, carries -0.04; number 26, C, carries -0.16; number 27, C, carries -0.35; number 28, C, carries -0.20; number 29, C, carries -0.57; number 30, C, carries -0.63; number 31, C, carries -0.08; number 32, C, carries -0.31; number 33, C, carries 0.01; number 34, C, carries -0.25; number 35, C, carries -0.16; number 36, C, carries -0.09; number 37, C, carries -0.15; number 38, C, carries -0.04; number 39, C, carries -0.63; number 40, C, carries -0.05; number 41, H, carries 0.07; number 42, H, carries 0.11; number 43, H, carries 0.09; number 44, H, carries -0.05; number 45, H, carries 0.10; number 46, H, carries -0.02; number 47, H, carries 0.09; number 48, H, carries 0.10; number 49, H, carries 0.04; number 50, H, carries 0.04; number 51, H, carries 0.07; number 52, H, carries 0.11; number 53, H, carries 0.12; number 54, H, carries 0.11; number 55, H, carries 0.12; number 56, H, carries 0.08; number 57, H, carries 0.06; number 58, H, carries 0.09; number 59, H, carries 0.10; number 60, H, carries 0.09; number 61, H, carries 0.09

=====

(5)
ORCA calculation (ωB97M-V with the def2-TZVPD basis set) on a gas-phase ion, C4H6FN2O2 (charge +1) at a distorted geometry.

ORCA input file:
```
! wB97M-V def2-TZVPD RIJCOSX def2/J DEFGRID3
* xyz 1 1
F 1.931 1.378 0.371
O 1.015 -0.539 -1.343
O 1.283 -1.356 0.822
N -0.991 -0.882 0.235
N -1.605 1.232 -0.355
C -0.411 1.631 -0.217
C -1.914 -0.023 0.016
C 0.642 0.920 0.509
C 0.698 -0.506 -0.055
H 1.420 -1.400 -1.593
H -2.981 -0.363 0.081
H 1.916 -1.889 0.229
H 0.414 1.021 1.559
H -1.275 -1.860 0.395
H -0.142 2.634 -0.653
*
```

The energy relative to the best compared isomer or geometry (same formula, charge and spin) is 0.0 kJ/mol. The SMILES is OC1(O)[NH+]=CN=C[C@@H]1F.

Listed below, in e, are the Löwdin charges computed for each atom: number 1, F, carries 0.07; number 2, O, carries 0.18; number 3, O, carries 0.12; number 4, N, carries 0.21; number 5, N, carries 0.14; number 6, C, carries 0.00; number 7, C, carries -0.11; number 8, C, carries -0.21; number 9, C, carries -0.47; number 10, H, carries 0.17; number 11, H, carries 0.18; number 12, H, carries 0.18; number 13, H, carries 0.19; number 14, H, carries 0.17; number 15, H, carries 0.18